(1)
Molecular formula: C11H19ClFNOPdSi
Method: DFT, ωB97M-V with the def2-TZVPD basis set

Last column: natural (NBO) charge in e.
Cartesian coordinates (Å):
Pd  0.13644  0.01797  0.86349  0.663
C  2.99474  3.75191  1.49489  -1.138
Si  1.65020  2.45013  1.59966  1.802
C  2.05594  1.47024  3.14750  -1.130
C  0.01697  3.31536  1.88355  -1.134
N  1.47758  1.36706  0.25073  -1.102
C  2.13808  1.24886  -0.96231  0.090
C  3.25343  2.03029  -1.30958  -0.250
C  3.88929  1.92774  -2.53619  -0.209
C  3.45203  1.01883  -3.48807  -0.247
C  2.35604  0.22682  -3.18363  -0.287
C  1.73049  0.35666  -1.96371  0.393
F  0.64729  -0.44015  -1.75298  -0.357
H  2.99497  4.31796  2.42968  0.239
H  2.84752  4.46130  0.67791  0.237
H  3.98265  3.30104  1.38396  0.235
H  2.25428  2.14470  3.98514  0.232
H  2.94410  0.85234  2.99323  0.234
H  1.23410  0.81264  3.43858  0.228
H  0.06009  3.94923  2.77343  0.233
H  -0.78396  2.58537  2.03416  0.231
H  -0.25892  3.94228  1.03267  0.237
H  3.62490  2.74098  -0.58995  0.213
H  4.74143  2.56319  -2.74097  0.210
H  3.94745  0.92552  -4.44429  0.212
H  1.96034  -0.49576  -3.88564  0.222
C  -3.46325  1.63496  0.10477  -0.246
O  -2.45399  0.68682  0.44634  -0.749
H  -3.60161  2.36484  0.90499  0.170
H  -4.41363  1.14417  -0.10797  0.172
H  -3.12841  2.15107  -0.79216  0.190
H  -2.84624  -0.03719  0.94061  0.477
Cl  -0.91275  -2.13558  1.47316  -0.043
C  0.82240  -1.64192  1.50657  -0.449
H  1.37588  -2.22753  0.77919  0.212
H  1.19750  -1.69523  2.52292  0.208

Output
- Gap between HOMO and LUMO (alpha / beta): 7.2 / 7.2 eV
- LUMO (alpha / beta): -0.03 / -0.03 eV
- Largest force on an atom: 1.01 eV/A
- Relative energy (zero: lowest compared OMol25 entry of this formula, charge and spin): 0.4852 eV

---

(2)
Molecular formula: C54H55F3Ge2IrN2O5S5
Method: DFT, ωB97M-V with the def2-TZVPD basis set

Last column: Löwdin charge in e.
Cartesian coordinates (Å):
Ir  -2.00849  -1.91468  0.00873  0.985
C  -0.41699  -4.48398  4.47713  -0.037
C  0.62921  -3.79108  3.66353  -0.267
C  1.01431  -2.48938  3.94403  -0.002
C  1.94591  -1.82478  3.16103  -0.240
C  2.38501  -0.43958  3.52403  -0.035
C  2.46621  -2.46458  2.02923  -0.164
C  2.10231  -3.78078  1.73803  -0.211
C  2.63201  -4.48838  0.52983  -0.026
C  1.20631  -4.42868  2.57293  -0.027
C  3.49261  -1.79228  1.19973  -0.235
C  4.83351  -1.97938  1.51773  -0.023
C  5.82201  -1.40468  0.74113  -0.047
C  5.47711  -0.62748  -0.34787  -0.021
C  4.14191  -0.41568  -0.68617  -0.221
C  3.15491  -1.00978  0.09963  -0.181
Ge  1.20131  -0.77678  -0.35267  0.179
S  0.15711  -2.42908  -1.39357  0.264
S  0.92921  1.17202  -1.52407  0.388
Ge  -1.02179  1.39842  -0.35457  0.207
S  -2.59319  0.13942  -1.28317  0.288
S  -0.32639  -0.12988  1.30693  0.362
C  -1.40449  3.38172  -0.17247  -0.192
C  -1.68329  4.07642  -1.34667  -0.237
C  -1.92809  5.44152  -1.27807  -0.019
C  -1.90679  6.10072  -0.06277  -0.046
C  -1.62189  5.40212  1.09393  -0.020
C  -1.36329  4.03442  1.04983  -0.235
C  -1.01459  3.33032  2.30133  -0.166
C  -1.95769  2.56942  2.99183  -0.226
C  -3.34729  2.36622  2.46243  -0.010
C  -1.60209  2.02772  4.22213  -0.005
C  -0.35009  2.23952  4.77443  -0.269
C  -0.00909  1.72612  6.14053  -0.046
C  0.58361  2.97782  4.05553  -0.011
C  0.26861  3.52672  2.82663  -0.210
C  1.27661  4.33832  2.06763  -0.022
C  -1.72479  3.37712  -2.64997  -0.178
C  -0.59769  3.33082  -3.47087  -0.240
C  0.66251  4.05912  -3.12297  -0.045
C  -0.66039  2.61312  -4.66037  0.001
C  -1.82499  1.98352  -5.06407  -0.256
C  -1.88709  1.16302  -6.31547  -0.044
C  -2.96409  2.12182  -4.27557  -0.016
C  -2.93349  2.81122  -3.07487  -0.263
C  -4.17749  2.99662  -2.25887  -0.046
C  3.87131  0.42362  -1.87707  -0.213
C  3.50671  -0.15788  -3.09557  -0.240
C  3.24071  -1.62588  -3.21157  -0.031
C  3.39461  0.64432  -4.22307  -0.007
C  3.65321  2.00382  -4.17697  -0.277
C  3.59021  2.84782  -5.41247  -0.046
C  3.99761  2.57102  -2.95457  -0.030
C  4.10141  1.80482  -1.80707  -0.254
C  4.43951  2.45302  -0.49877  -0.026
H  -0.47969  -4.06578  5.47983  0.079
H  -0.21819  -5.55328  4.54473  0.080
H  -1.38349  -4.34868  3.98773  0.076
H  0.57881  -1.97748  4.79013  0.118
H  1.97671  -0.16268  4.49143  0.065
H  2.02961  0.27972  2.78493  0.048
H  3.47101  -0.36538  3.56793  0.088
H  3.60281  -4.10088  0.23153  0.076
H  1.93831  -4.33978  -0.29957  0.042
H  2.71401  -5.55758  0.71073  0.084
H  0.94111  -5.45098  2.35223  0.113
H  5.08711  -2.58368  2.37723  0.128
H  6.86191  -1.56758  0.98203  0.107
H  6.24401  -0.17978  -0.96357  0.126
H  -2.13109  5.97442  -2.19437  0.127
H  -2.11879  7.15802  -0.01837  0.107
H  -1.60159  5.90032  2.05213  0.127
H  -3.52299  2.96782  1.57173  0.076
H  -4.08469  2.64472  3.21433  0.094
H  -3.52379  1.31582  2.22073  0.067
H  -2.33349  1.44442  4.76213  0.124
H  -0.74289  1.00002  6.48033  0.077
H  0.00671  2.55472  6.85023  0.085
H  0.97711  1.26552  6.14643  0.066
H  1.56691  3.14362  4.47333  0.120
H  2.25321  4.26582  2.53833  0.078
H  0.98631  5.38852  2.04423  0.083
H  1.35021  3.99372  1.03593  0.080
H  0.55771  4.61152  -2.19517  0.077
H  0.91331  4.75782  -3.91887  0.090
H  1.48231  3.35282  -3.01857  0.023
H  0.22671  2.55122  -5.27337  0.115
H  -0.97769  1.26312  -6.90237  0.073
H  -2.73859  1.45832  -6.92667  0.081
H  -2.01389  0.11322  -6.05187  0.086
H  -3.88949  1.67002  -4.60397  0.123
H  -4.98029  2.36862  -2.63367  0.083
H  -4.50089  4.03822  -2.29797  0.091
H  -3.99569  2.74452  -1.21397  0.057
H  3.81171  -2.19408  -2.47927  0.084
H  3.48581  -1.98368  -4.20957  0.087
H  2.17781  -1.82438  -3.03657  0.025
H  3.10881  0.18802  -5.15977  0.119
H  3.07961  2.32522  -6.21757  0.075
H  4.59871  3.08992  -5.75127  0.085
H  3.07321  3.78422  -5.21287  0.069
H  4.19431  3.63332  -2.90107  0.123
H  4.37401  3.53452  -0.58597  0.079
H  5.44981  2.19652  -0.18097  0.083
H  3.75281  2.11672  0.27703  0.078
F  -5.84269  -3.93438  1.15693  0.138
C  -5.06929  -3.36518  2.08303  -0.629
F  -4.07719  -4.22678  2.34623  0.128
F  -5.79329  -3.25058  3.19783  0.144
S  -4.42119  -1.71558  1.44823  0.462
O  -3.09139  -1.59128  2.04053  -0.399
O  -5.36469  -0.74938  1.90343  -0.238
O  -4.34909  -1.93078  0.01503  -0.407
C  -4.31639  -7.04118  -1.33877  -0.016
N  -3.40489  -6.19908  -0.60117  -0.045
C  -2.72139  -6.66128  0.46513  -0.045
C  -1.85669  -5.89038  1.16383  0.015
C  -1.73169  -4.52028  0.76253  -0.534
O  -1.04359  -3.64558  1.34443  -0.095
N  -2.41409  -4.10718  -0.32097  0.060
C  -3.26219  -4.86088  -1.05047  -0.512
O  -3.85459  -4.48208  -2.03127  0.084
H  -3.94689  -8.06518  -1.36587  0.093
H  -4.38969  -6.63738  -2.34977  0.094
H  -5.31159  -7.02138  -0.88967  0.101
H  -2.91179  -7.69278  0.73503  0.137
H  -1.31279  -6.25038  2.01803  0.102

Output
- Multiplicity: 2
- Gap between HOMO and LUMO (alpha / beta): 5.8 / 6.4 eV
- LUMO (alpha / beta): -2.48 / -1.89 eV
- Largest force on an atom: 4.07 eV/A
- Relative energy (zero: lowest compared OMol25 entry of this formula, charge and spin): 0.0000 eV

---

(3)
Molecular formula: C2H6O2
Method: DFT, ωB97M-V with the def2-TZVPD basis set

Last column: natural (NBO) charge in e.
Cartesian coordinates (Å):
O  -1.28921  -0.73840  0.08222  -0.731
C  0.11606  -0.65476  -0.17079  -0.168
C  0.60056  0.87837  0.08642  -0.054
O  -0.56110  1.51500  0.45305  -0.714
H  -0.98151  -1.68359  -0.20177  0.515
H  0.64253  -1.28959  0.55181  0.177
H  0.29761  -0.87770  -1.22901  0.176
H  1.36690  0.85127  0.88190  0.155
H  1.03805  1.24948  -0.85861  0.155
H  -1.22989  0.74991  0.40477  0.488

Output
- Gap between HOMO and LUMO: 10.6 eV
- SMILES string: OCCO
- LUMO: 0.71 eV
- Largest force on an atom: 4.12 eV/A
- Relative energy (zero: lowest compared OMol25 entry of this formula, charge and spin): 2.3018 eV

---

Quick rundown of energy, same order as above: -41849.7096 -248313.7472 -6263.9531 eV